A molecular structure, C42H55AsBF5N14Sr in a non-equilibrium geometry, computed with ωB97M-V/def2-TZVPD.

The geometry in ORCA input format:
```
! RIJCOSX wB97M-V def2-TZVPD def2/J DEFGRID3
* xyz 0 1
Sr 1.14 1.48 0.61
C 3.39 -0.21 -3.02
C 2.92 -0.35 -1.70
N 2.43 0.81 -1.27
N 2.57 1.70 -2.28
C 3.14 1.11 -3.34
B 1.97 3.14 -2.24
N 0.42 3.08 -2.10
C -0.46 3.87 -2.76
C -1.73 3.49 -2.39
C -1.54 2.45 -1.48
N -0.24 2.22 -1.29
N 2.51 3.97 -1.05
C 3.10 5.18 -1.13
C 3.17 5.72 0.14
C 2.58 4.75 0.96
N 2.20 3.70 0.24
H 3.84 -0.97 -3.64
H 2.90 -1.21 -1.07
H 3.34 1.66 -4.24
H 2.26 3.69 -3.27
H -0.12 4.62 -3.44
H -2.66 3.91 -2.73
H -2.26 1.82 -0.98
H 3.41 5.58 -2.08
H 3.58 6.67 0.43
H 2.41 4.77 2.02
C -0.46 0.72 -4.05
N -1.60 -0.15 -3.84
C -2.72 0.02 -4.74
C -1.38 -1.36 -3.17
N -0.98 -1.28 -1.95
C -0.31 -2.33 -1.32
C 0.82 -2.87 -1.89
C 1.48 -3.97 -1.32
C 0.97 -4.56 -0.20
C -0.18 -4.02 0.44
C -0.73 -4.68 1.56
C -1.84 -4.18 2.18
C -2.40 -2.96 1.74
C -1.89 -2.27 0.65
N -2.35 -0.98 0.38
C -3.59 -0.63 0.47
N -4.71 -1.36 0.06
C -5.80 -1.59 1.00
C -4.52 -2.43 -0.89
N -3.88 0.59 1.00
C -5.01 1.42 0.62
C -2.86 1.24 1.78
C -0.79 -2.84 -0.07
N -1.70 -2.49 -3.92
C -1.29 -2.55 -5.31
C -1.87 -3.81 -3.34
H 0.21 0.64 -3.20
H -0.80 1.76 -4.14
H 0.08 0.46 -4.97
H -2.46 -0.12 -5.80
H -3.11 1.03 -4.62
H -3.51 -0.69 -4.49
H 1.18 -2.43 -2.82
H 2.36 -4.38 -1.80
H 1.43 -5.45 0.22
H -0.27 -5.60 1.91
H -2.27 -4.68 3.04
H -3.22 -2.52 2.29
H -5.76 -0.87 1.81
H -5.73 -2.59 1.43
H -6.77 -1.50 0.49
H -3.80 -2.12 -1.64
H -5.48 -2.63 -1.38
H -4.18 -3.36 -0.42
H -5.60 0.93 -0.15
H -4.65 2.38 0.23
H -5.65 1.63 1.48
H -3.28 1.54 2.75
H -2.48 2.13 1.29
H -2.05 0.55 1.94
H -0.92 -1.59 -5.65
H -2.12 -2.86 -5.95
H -0.48 -3.28 -5.43
H -2.11 -3.76 -2.29
H -0.96 -4.42 -3.44
H -2.69 -4.32 -3.86
C 4.07 -2.62 0.91
C 2.72 -2.50 1.54
N 1.90 -1.48 1.44
C 0.78 -1.81 2.19
C 0.95 -3.03 2.76
N 2.19 -3.46 2.33
H 4.37 -1.65 0.52
H 4.06 -3.34 0.09
H 4.81 -2.94 1.65
H -0.07 -1.16 2.27
H 0.33 -3.62 3.41
H 2.61 -4.34 2.55
C 5.31 1.04 1.90
As 3.50 1.08 2.66
C 3.84 -0.14 4.15
C 3.77 2.74 3.68
H 6.03 1.39 2.65
H 5.36 1.69 1.03
H 5.57 0.03 1.60
H 4.87 -0.03 4.48
H 3.65 -1.17 3.85
H 3.18 0.10 4.98
H 4.48 2.57 4.49
H 2.83 3.09 4.09
H 4.17 3.50 3.01
F -0.78 4.33 1.64
C -0.55 3.66 2.80
C 0.03 2.41 2.75
C 0.18 1.84 3.99
F 0.75 0.59 4.10
C -0.18 2.42 5.19
F 0.02 1.80 6.37
C -0.76 3.67 5.17
F -1.14 4.27 6.31
C -0.95 4.31 3.95
F -1.51 5.52 3.93
*
```

Computed properties:
HOMO energy = -7.020 eV
DFT total energy = -141248.4589 eV
Kohn-Sham gap = 7.53 eV
Relative energy (zero: lowest compared OMol25 entry of this formula, charge and spin) = 42.33 kcal/mol